Entry from OMol25: a structure of composition C38H48EuN5O8PS (wB97M-V/def2-TZVPD).

Properties
Multiplicity: 8
ΔE to the lowest compared entry with this formula, charge and spin: 0.00 kcal/mol
LUMO energy (spin up / spin down): 0.322 / 0.321 eV
⟨S²⟩: 15.759
E_HOMO (spin up / spin down): -6.70 / -7.04 eV
Energy: -3802.45262 a.u.
Gap between HOMO and LUMO (spin up / spin down): 7.027 / 7.362 eV

```
102
Properties=species:S:1:pos:R:3:mulliken_charge:R:1
Eu -0.3415 -1.8895 1.2680 1.056
S -0.7499 2.1316 -3.0724 -0.190
P 2.0404 2.2422 1.0037 0.904
O -3.1392 0.4822 -0.8391 -1.106
O 0.1899 -4.4004 0.5481 -0.105
O -3.8498 -3.3395 3.1095 -0.621
O -2.2946 -2.9220 -0.3450 -0.074
O 1.9371 -2.3296 -0.3641 0.207
O -0.2642 -2.0592 -1.8886 -0.154
O 0.5785 -2.7563 3.8478 -0.630
O -1.2855 0.0341 0.3598 0.037
N -3.4537 2.0355 -2.9969 0.026
N -2.4393 2.1777 -5.1095 -0.452
N -2.3632 0.6425 2.7290 -0.326
N 1.0224 -0.1123 2.7881 -0.049
N -1.5756 -2.7858 3.2751 0.194
C 0.9605 6.0995 0.7082 -0.301
C 4.2820 1.7179 2.5564 -0.258
C -2.5040 0.4383 0.2752 0.295
C 5.3349 2.9245 -2.2366 -0.599
C 1.9668 4.0396 1.4787 0.143
C 2.4097 -3.6317 -0.0611 -1.164
C 3.3446 3.6448 -1.0796 -0.689
C 3.3544 2.4995 -0.3284 0.375
C 5.0957 0.9609 3.3675 -1.019
C -2.3001 -4.3105 0.1546 -0.518
C -3.4847 1.6647 -7.1686 -1.110
C 4.6486 -0.2867 3.8149 -0.694
C 2.8993 6.1590 2.1619 -0.530
C -2.5070 -2.8330 -1.7621 -0.908
C -4.6329 1.7607 -3.5457 1.050
C 4.3113 1.5110 -0.5955 -0.286
C -2.4616 -4.5862 4.6482 -0.519
C 2.9455 1.3205 2.2672 0.262
C 2.0569 -1.9652 -1.7263 -0.810
C 1.2984 -4.6194 -0.3729 -0.516
C 5.2256 1.6954 -1.5811 -0.512
C 3.3170 -0.7117 3.5612 -0.720
C -3.2554 0.7964 1.5918 -0.743
C 0.9179 4.7033 0.8363 -0.646
C -0.9887 -5.0720 0.0418 -0.516
C -1.0224 -4.3048 5.0610 -0.544
C -1.5812 -1.7173 -2.2976 0.388
C 0.8099 -1.2066 -2.1676 -0.162
C -3.6099 1.9404 -5.7145 0.787
C -2.3066 2.1277 -3.7905 -0.301
C -4.7254 1.7432 -4.9084 -0.953
C 2.4149 0.1637 2.8575 0.056
C -5.7895 1.6116 -2.5945 -1.240
C 2.9043 4.7481 2.2341 -0.515
C 4.3594 3.8948 -1.9899 -0.614
C -2.7499 -3.5288 3.5424 0.101
C -0.5877 -3.2157 4.0029 0.200
C 1.9164 6.8287 1.3871 -0.558
H 0.0846 4.1167 0.4503 0.330
H -0.3250 -5.1454 5.1372 0.328
H -1.8430 1.4807 2.8741 0.197
H 2.5493 4.3571 -0.9548 0.446
H -6.7214 1.4139 -3.2295 0.325
H 3.0088 -1.4282 -1.9305 0.303
H -3.5507 -2.5796 -1.9928 0.319
H 5.9200 0.8630 -1.8681 0.339
H 3.6816 6.6912 2.7266 0.362
H -2.6625 -4.2484 1.2029 -0.229
H 2.9085 -1.6667 3.8247 0.603
H 4.3433 4.8165 -2.5776 0.380
H -1.9275 -0.7203 -1.9027 -0.428
H -1.5948 -1.6051 -3.3890 0.496
H 0.9654 -4.5044 -1.4066 0.394
H 6.0989 1.3091 3.5762 0.400
H 1.9174 7.9094 1.3140 0.375
H 0.8565 -0.9536 -3.2264 0.544
H 0.7578 -0.6576 3.6124 0.348
H 5.2219 -0.9295 4.4778 0.378
H -2.7055 -5.6200 4.2976 0.219
H -5.9249 2.6223 -2.1576 0.312
H -5.7212 0.8492 -1.8134 0.296
H -3.0616 -4.7980 -0.4501 0.607
H 2.6471 -3.6582 0.9821 0.365
H -5.6158 1.3757 -5.3736 0.325
H -0.9532 -3.7885 6.0222 0.287
H -0.7802 -5.3742 -1.0155 0.364
H 4.3386 0.5969 0.0225 0.407
H 4.7008 2.5712 2.0820 0.586
H -2.5768 2.2078 -7.4967 0.349
H -4.4468 1.9419 -7.6785 0.327
H 6.1179 3.0019 -2.9928 0.351
H -2.8343 0.4096 3.5947 0.205
H 3.3004 -3.8942 -0.6575 0.457
H 0.7158 -0.2317 -1.6597 -0.192
H -2.2912 -3.7611 -2.2761 0.497
H 3.4693 4.2241 2.9768 0.535
H -4.1533 0.1065 1.6856 0.340
H -1.1158 -5.9687 0.6163 0.462
H -3.3448 0.6227 -7.3483 0.257
H 0.4246 0.7050 2.7075 -0.015
H 0.2013 6.6117 0.1025 0.387
H -3.2494 -4.5064 5.4608 0.270
H 1.7271 -5.6193 -0.2704 0.431
H -3.2789 1.6464 -2.0157 0.284
H -3.5760 1.8627 1.4260 0.303
H 2.0189 -2.8100 -2.4304 0.348
```

***

Entry from OMol25: a structure of composition C38H48GeInNO11P2 (wB97M-V/def2-TZVPD).

Properties
Multiplicity: 2
LUMO energy (spin up / spin down): -1.961 / -4.567 eV
⟨S²⟩: 0.755
E_HOMO (spin up / spin down): -10.16 / -11.53 eV
Energy: -5309.10437 a.u.
Gap between HOMO and LUMO (spin up / spin down): 8.200 / 6.965 eV
Total charge: +1

```
102
Properties=species:S:1:pos:R:3:mulliken_charge:R:1
In 0.2253 -0.0502 -0.0939 1.642
Ge 2.6661 0.4942 1.1855 0.778
P 0.0871 -3.0363 -1.3738 -1.284
P -2.5110 -1.5240 -1.2131 -1.373
O -3.4459 -1.7662 -2.4312 0.114
O -0.9731 -0.6665 1.5769 -0.144
O 0.1274 -2.6269 -2.8806 -0.086
O -1.4565 -0.4688 -1.4303 -0.167
O 0.9087 1.4524 -1.4585 -0.573
O 0.8892 -2.0843 -0.5151 0.432
O -2.6123 0.0059 2.9569 -0.733
O -3.4186 -1.1273 -0.0329 0.063
O 0.8333 3.6612 -1.8690 -0.706
O -2.5294 5.1355 1.7684 -0.548
O 0.4694 -4.5275 -1.2074 -0.046
N -0.7843 1.7244 0.5373 0.515
C -0.5076 2.8527 -0.1017 0.458
C 5.8035 -1.5675 -1.6397 -0.652
C 1.7164 -2.1943 4.2474 -0.857
C 3.7058 3.0606 0.3646 -0.129
C 3.9665 -0.0442 -1.3320 -0.151
C 1.7491 -5.2545 -1.0781 0.669
C 2.6500 0.4237 4.0699 -0.490
C 2.8856 5.1815 1.1467 -0.633
C 2.0270 -5.9316 -2.3982 -1.337
C -2.2441 2.7636 2.0363 -0.579
C 5.7273 -1.9398 -0.3044 -0.726
C -3.9584 -2.5551 -4.6184 -1.637
C -1.9700 3.9748 1.3856 0.912
C -1.6106 1.6375 1.5688 -0.170
C 1.9711 4.5347 1.9669 -0.796
C 2.4603 -0.1654 5.3129 -0.663
C 0.2907 -0.6445 -4.2505 -1.628
C 4.9202 -0.6256 -2.1560 -0.762
C 3.7521 4.4465 0.3482 -0.709
C 1.9064 -1.6130 3.0044 0.023
C -1.0929 4.0305 0.2970 -1.021
C 1.0874 -1.6563 -3.4667 2.915
C 1.9909 -1.4689 5.3997 -0.571
C 0.4935 2.6833 -1.2491 0.030
C -3.0703 -1.6080 -3.8511 1.698
C -4.4823 -1.7930 0.7463 0.571
C 3.8949 -0.4063 0.0172 0.582
C 4.7688 -1.3687 0.5244 -0.431
C 2.7950 2.3998 1.1934 0.507
C 1.9210 3.1490 1.9875 -0.239
C -1.6461 -3.0741 -0.8830 -0.427
C -3.8604 -2.7653 1.7222 -1.333
C -3.2408 -0.1593 -4.2396 -1.291
C -1.7720 0.2161 2.1080 0.013
C -5.5202 -2.3981 -0.1672 -1.436
C 2.3748 -0.3003 2.9055 0.438
C 2.8676 -4.3677 -0.5848 -0.890
C 2.0805 -2.4195 -4.3076 -1.587
H 4.4583 4.9548 -0.2952 0.437
H 6.4208 -2.6691 0.0955 0.457
H 1.1907 2.6513 2.6175 0.491
H -2.9269 2.6920 2.8738 0.527
H 2.7085 -3.0760 -3.7069 0.236
H 2.7308 -1.7116 -4.8230 0.428
H -5.1188 -3.2486 -0.7235 0.259
H 1.6721 -2.1783 2.1088 0.336
H 2.3180 -5.2064 -3.1590 0.181
H 1.3446 -3.2082 4.3207 0.459
H 1.5920 -1.1641 -2.6348 -1.335
H 2.8424 -6.6451 -2.2726 0.466
H 1.8375 -1.9226 6.3705 0.403
H 4.9907 -0.3300 -3.1956 0.478
H 2.6805 0.3932 6.2135 0.425
H -3.1178 4.9976 2.5217 0.324
H 3.2884 0.7058 -1.7300 0.425
H -3.5427 -3.6863 1.2267 0.299
H -4.9030 -0.9571 1.2990 0.285
H -5.9030 -1.6667 -0.8786 0.290
H -3.7607 -2.4562 -5.6864 0.434
H -3.7804 -3.5913 -4.3289 0.383
H 1.2931 5.1102 2.5848 0.464
H -0.8755 4.9583 -0.2129 0.653
H 3.1091 -3.5742 -1.2957 -0.027
H 3.0260 1.4372 4.0105 0.421
H -4.2907 0.1299 -4.1649 0.358
H 1.5589 -3.0161 -5.0581 0.358
H 2.6289 -3.9035 0.3700 0.060
H 4.3842 2.4980 -0.2640 0.354
H 0.9779 0.0969 -4.6599 0.539
H 1.1487 -6.4731 -2.7476 0.371
H -6.3499 -2.7547 0.4439 0.521
H -2.6474 0.4960 -3.6014 0.153
H 6.5578 -2.0079 -2.2802 0.421
H -2.0294 -1.9120 -3.9414 -0.461
H -2.9162 -0.0201 -5.2720 0.402
H -3.0194 -2.3000 2.2375 0.287
H 4.7194 -1.6560 1.5686 0.455
H -1.6341 -3.2400 0.1978 0.308
H -2.1437 -3.9149 -1.3682 0.521
H -0.2313 -1.1265 -5.0804 0.427
H 1.5241 -6.0026 -0.3210 0.307
H -0.4231 -0.1203 -3.6152 0.090
H 3.7590 -4.9830 -0.4550 0.562
H -5.0074 -2.3151 -4.4378 0.334
H 2.9186 6.2632 1.1244 0.410
H -4.6066 -3.0371 2.4694 0.472
```

***

Entry from OMol25: a structure of composition C38H48N4O36S7 (wB97M-V/def2-TZVPD).

Properties
Multiplicity: 2
LUMO energy (spin up / spin down): 0.216 / 0.216 eV
⟨S²⟩: 0.769
E_HOMO (spin up / spin down): -1.90 / -5.54 eV
Energy: -7191.01723 a.u.
Gap between HOMO and LUMO (spin up / spin down): 2.112 / 5.760 eV
Total charge: -1

```
133
Properties=species:S:1:pos:R:3:mulliken_charge:R:1
S -4.9352 4.0304 -4.5806 1.047
S 1.6042 -4.0877 3.4088 1.053
S -5.2139 3.3619 1.4649 1.110
S -2.0450 -6.1407 -3.0192 1.008
S 4.6679 2.8963 -3.2072 0.945
S 6.5312 -2.1746 -0.4659 1.048
S 5.3299 -0.4214 3.5872 0.997
O 7.3950 -3.0575 -1.2332 -0.614
O 5.7345 -1.7596 4.4554 -0.369
O 4.2065 -0.7884 2.8022 -0.203
O 2.0380 4.5198 0.5772 -0.459
O 1.6448 6.6888 1.0220 -0.603
O -5.5234 4.4240 -3.2617 -0.504
O -7.0399 -4.5223 -2.9044 -0.582
O -5.7244 4.1010 -5.8068 -0.575
O -1.5570 -0.0773 -2.8534 -0.719
O 6.4393 -2.6672 1.0680 -0.266
O 1.5629 -4.2122 1.9481 -0.466
O -6.5128 2.6684 0.5789 -0.424
O 2.8579 -3.7953 4.0988 -0.515
O 4.8809 0.3282 5.0421 -0.397
O -1.7059 -7.5824 -2.8800 -0.578
O -0.8088 -5.1935 -2.4951 -0.278
O 6.4999 0.2138 3.0541 -0.653
O 0.8376 -5.5504 4.0451 -0.429
O -4.0581 2.4945 0.5530 -0.182
O -3.2069 -5.6547 -2.3528 -0.407
O -3.5344 4.7533 -4.6496 -0.354
O -4.2052 2.6039 -4.5556 -0.046
O -5.2033 4.8507 1.2823 -0.550
O 0.4033 -3.1701 3.9329 -0.077
O 4.9804 1.4148 -3.0665 -0.494
O -5.2189 2.8545 2.8235 -0.524
O 1.5782 1.3310 7.9894 -0.819
O 3.4887 3.4297 -2.1294 -0.169
O -1.9152 -5.5436 -4.5363 -0.313
O -5.3012 -3.9654 -1.6110 -0.496
O 3.7292 3.2102 -4.5418 -0.393
O -1.4951 1.6576 -1.5549 -0.520
O 6.7172 -0.7036 -0.6218 -0.483
O 4.9824 -2.5890 -0.6549 -0.161
O 3.0588 2.7517 7.0879 -0.763
O 5.8435 3.6674 -3.2832 -0.545
N -5.9460 -3.8981 -2.7000 0.936
N -1.0576 0.6005 -1.9247 1.322
N 1.3069 5.4827 0.9193 0.968
N 2.1094 1.9713 7.0306 0.989
C -0.7406 5.8625 2.2834 -0.502
C -4.6853 -0.8990 -5.6187 -0.643
C 0.0464 -5.1743 5.1806 -0.273
C 0.8110 0.4783 5.5229 -0.758
C 4.4040 -0.4946 5.9894 -0.111
C -4.4732 -1.9838 -3.4348 -0.031
C 1.1701 0.8191 -0.7999 0.601
C 1.8835 1.8974 3.3423 -0.355
C 2.1710 -1.1683 0.1425 1.201
C 5.5950 -3.8070 1.3182 0.277
C -0.2712 -3.7002 5.0953 -0.475
C 4.7886 -3.7902 -0.0052 -0.174
C 1.6850 1.5832 5.6812 -0.661
C 0.9135 0.8163 3.1292 -0.299
C -5.5168 -1.9605 -5.9369 -0.431
C 2.1832 0.2146 -0.0675 -1.734
C -0.8496 -4.7485 -4.7130 -0.359
C 0.1304 -4.8191 -3.5037 -0.300
C -0.4750 3.7352 1.4417 0.176
C 1.2428 -1.9196 -0.4001 -0.696
C 5.2441 -1.8195 5.7966 -0.140
C 2.3698 3.9554 -2.8443 -0.176
C 0.4556 0.1454 4.2567 -0.268
C 0.1138 -0.0108 -1.2427 -0.513
C -2.1595 4.1130 3.1692 -0.719
C -4.1423 -0.9543 -4.3149 0.408
C -4.4992 2.2900 -0.7458 -0.099
C -5.4855 -2.9241 -3.7251 -0.117
C 2.1125 2.3377 4.5986 -0.393
C -0.0192 5.0856 1.4590 -0.147
C -2.5858 3.9275 -5.4452 -0.164
C -1.5524 3.3114 2.2477 -0.591
C 2.4160 3.3311 -4.1993 -0.300
C 0.1949 -1.4071 -1.1248 -0.937
C -1.7702 5.4214 3.1559 -0.559
C -5.9706 -2.9193 -5.0434 -0.641
C -6.1112 2.1066 -0.6428 -0.205
C -3.1016 2.5090 -5.3626 -0.111
H 2.9818 -1.7221 0.5921 0.129
H -0.4034 -2.2297 -1.4881 0.743
H -6.2613 1.0280 -0.6909 0.283
H 3.0765 0.6939 0.3049 0.638
H -1.9500 2.3072 2.2533 0.654
H -1.3533 -3.5708 5.1143 0.303
H 0.8349 -3.9961 -3.3836 0.365
H -6.6407 2.4954 -1.5126 0.304
H 4.8915 -3.6097 2.1270 -0.179
H -3.9845 -2.0495 -2.4740 0.558
H -2.4289 1.8006 -4.8791 0.146
H 1.1866 1.8766 -1.0185 0.256
H 6.1972 -4.7004 1.4834 0.329
H -2.4171 4.3177 -6.4489 0.308
H -3.8828 1.4456 -1.0543 0.055
H -6.4541 -3.8327 -5.3569 0.395
H 4.4393 -0.1222 7.0132 0.473
H 1.4565 3.7859 -2.2739 0.112
H -1.2419 -3.7377 -4.8250 0.246
H 1.9542 2.3446 -4.1565 0.332
H 3.3613 -0.6339 5.7039 -0.063
H 0.6339 0.4588 2.1492 0.620
H -0.3192 6.8394 2.4689 0.422
H 0.1299 -2.9600 5.7875 0.297
H 5.1265 -4.5495 -0.7105 0.306
H -0.2218 -0.6938 4.1988 0.417
H -3.2748 2.1628 -6.3816 0.228
H 4.5638 -2.6704 5.7604 0.142
H -4.3654 -0.0883 -6.2565 0.374
H 2.5571 3.3209 4.6453 0.483
H 1.8655 3.8738 -4.9678 0.298
H 5.9362 -2.0089 6.6170 0.269
H 0.6899 -5.7495 -3.6006 0.335
H -1.5899 3.8998 -5.0029 0.106
H 0.6293 -5.3827 6.0778 0.269
H 1.4743 -2.9685 -0.2876 0.143
H -3.5156 -0.1978 -3.8660 -0.048
H -0.9176 -5.6821 5.2098 0.296
H 2.1231 2.4532 2.4478 0.309
H 3.7013 -3.8660 0.0016 0.012
H -0.3658 -5.0522 -5.6413 0.283
H 0.0123 3.0693 0.7448 0.400
H -4.2896 3.1367 -1.3994 0.200
H -5.8144 -2.1429 -6.9589 0.353
H -2.0751 6.0413 3.9861 0.419
H 2.5449 5.0295 -2.9049 0.390
H -2.7912 3.6627 3.9206 0.522
H 0.4487 -0.0189 6.4106 0.501
```